1.
ORCA calculation (the ωB97M-V functional and the def2-TZVPD basis) on 2 unconnected molecules or ions with the total composition C7H15N3 at a distorted geometry.

Geometry as XYZ:
```
25
Properties=species:S:1:pos:R:3:forces:R:3
C -1.818430 3.146157 -3.763870 0.2321 -2.3268 -0.3352
C -0.638052 -1.008941 -0.378085 -0.2022 1.8998 0.8852
C -0.556683 -1.926642 0.808891 0.1069 0.2318 0.1349
C 0.499491 0.269220 1.496701 -0.2177 -1.2369 -3.4236
C -0.193511 1.466230 -0.768143 2.5126 1.2769 0.0430
C -0.519049 0.430793 0.250913 -0.7489 -0.9754 2.3012
C 1.820145 -1.760256 1.493665 -1.5666 -0.7098 0.0628
N -0.914304 2.017533 -1.638017 -0.5688 0.6943 -0.5578
N -1.975112 4.352579 -3.685655 -0.9896 1.2402 -3.9469
N 0.429654 -1.276332 1.763140 0.4284 1.5197 -1.0040
H 0.170962 -1.080823 -1.102427 -0.1442 -0.6435 -0.0985
H -1.624061 -1.120801 -0.800275 -0.0380 -0.0161 -0.7069
H -1.522911 -2.115174 1.334757 0.8115 0.2339 -0.5065
H -0.074228 -2.822037 0.475503 -0.2989 -0.9137 0.2629
H 1.521706 0.523654 1.132311 -0.7703 -0.2139 0.8115
H 0.226323 0.802701 2.355304 -0.4067 0.7478 1.1252
H 0.905797 1.836128 -0.790216 -1.6045 -0.7776 0.1297
H -1.452767 0.630059 0.822484 0.0790 0.2062 -1.0125
H 2.300142 -1.174074 0.777781 0.6530 1.1337 -0.9114
H 2.321380 -1.793304 2.391949 1.4096 0.0379 1.8539
H 1.749461 -2.715562 1.075773 0.0395 -1.6715 -0.2611
H -1.895841 1.788190 -1.682612 -0.3221 -0.7088 0.5477
H -1.657966 4.858779 -2.924403 0.8071 1.8913 2.2458
H -2.231242 4.865511 -4.641738 0.3415 -0.9669 2.1457
H 0.103934 -1.473619 2.705559 0.4572 0.0474 0.2148
```
Positions in Å, forces in eV/Å.

Energy relative to the best compared isomer or geometry (same formula, charge and spin): 136.1 kcal/mol
Net charge: +2
HOMO-LUMO gap (alpha / beta): 8.216 / 8.216 eV

---

2.
ORCA calculation (the ωB97M-V functional and the def2-TZVPD basis) on 2 unconnected molecules or ions with the total composition C7H15N3O2 at a distorted geometry.

Geometry as XYZ:
```
27
Properties=species:S:1:pos:R:3:forces:R:3
N 3.866530 0.170372 -1.550121 -0.0943 0.1643 0.4394
N 3.458720 0.852771 -0.422913 -0.0865 -0.2189 -0.0641
C 2.658792 0.276716 0.357818 -0.1988 0.1327 0.4452
O 2.154873 -0.994872 0.096723 0.7163 -0.0443 -0.8441
C 1.365082 -1.573088 1.009000 -0.6645 0.0840 0.4963
O 0.934954 -1.015002 1.978504 0.1390 -0.5562 -0.2152
H 4.176987 0.837203 -2.241807 -0.1687 -0.2032 -0.0318
H 3.172119 -0.496316 -1.862311 0.1396 0.0133 -0.3600
H 2.308084 0.701379 1.287017 0.1674 0.1755 -0.0983
H 1.148660 -2.614070 0.689360 0.0749 0.4127 0.2564
C -3.704695 -2.210961 -0.679073 -0.7834 0.0018 0.0295
C -2.543320 -1.315064 -0.443632 0.5319 0.4911 -0.0493
C -2.492752 0.009391 -0.613217 -0.0972 -0.5927 0.1508
C -1.266006 0.819873 -0.356027 1.1061 -0.7056 0.6271
N -1.457697 1.803975 0.708647 -0.0471 0.0350 -0.0552
C -2.334722 2.887771 0.282567 -0.3858 -0.2616 0.2615
H -3.878607 -2.839345 0.215383 -0.0206 0.2487 -0.4192
H -4.620010 -1.607797 -0.873535 0.5185 -0.5540 0.0167
H -3.514712 -2.897459 -1.526265 -0.1664 0.3260 0.3321
H -1.641767 -1.832947 -0.097712 -0.0811 0.2606 -0.0867
H -3.369538 0.571321 -0.920188 -0.1392 -0.2050 -0.0997
H -0.911624 1.301794 -1.282167 -0.1078 -0.0155 -0.0888
H -0.458100 0.113302 -0.022043 -0.6576 0.6847 -0.3248
H -0.552070 2.184700 0.974862 -0.2448 -0.1024 -0.0766
H -2.041276 3.268793 -0.702950 -0.1452 0.2515 -0.0493
H -3.390078 2.548995 0.238452 0.5952 0.0820 -0.0728
H -2.313816 3.681782 1.028177 0.1000 0.0957 -0.1191
```
Positions in Å, forces in eV/Å.

Energy relative to the best compared isomer or geometry (same formula, charge and spin): 41.4 kcal/mol
Structure (SMILES): N/N=C\OC=O.C/C=C/CNC
HOMO-LUMO gap: 9.622 eV

---

3.
ORCA calculation (the ωB97M-V functional and the def2-TZVPD basis) on a gas-phase ion, C7H15N4O (charge +1) at a distorted geometry.

Geometry as XYZ:
```
27
Properties=species:S:1:pos:R:3:forces:R:3
C 3.104648 -1.105747 -0.188366 -0.9095 3.1506 -5.1909
O 1.845898 -0.399280 -0.068936 0.9262 -1.7704 1.7217
C 2.076638 0.965086 -0.212583 -0.6704 -0.1777 -2.2164
C 0.689203 1.587082 0.060114 -0.0920 0.1740 -0.0590
N 0.627719 2.109995 1.325518 -0.4182 -0.1536 -0.9188
N -0.276447 1.476653 -0.775660 0.8083 0.1118 -0.0639
C -1.601318 1.861683 -0.598222 0.5649 0.9561 0.1988
C -2.606396 1.156575 -0.054559 2.2923 -0.8979 -1.1525
C -2.587757 -0.261247 0.299427 4.1995 2.9028 -3.2562
C -1.615031 -1.068159 -0.159976 -1.2811 -2.6474 2.9847
N -0.716771 -1.194271 -1.128309 -1.7447 0.6853 -1.4050
N -1.671639 -2.465953 0.654449 2.0192 0.4181 1.3745
H 4.024917 -0.671343 0.144712 0.1102 1.0406 0.7631
H 3.163570 -1.076633 -1.349335 0.7966 -0.7279 1.6361
H 3.086280 -2.049449 0.142505 -0.7363 -3.5123 1.3241
H 2.902927 1.175858 0.466175 -0.2740 1.0360 0.1260
H 2.409198 1.116419 -1.296849 -0.3618 0.4129 1.2931
H -0.118834 2.768150 1.480889 0.0082 0.0949 0.3475
H 1.545233 2.351495 1.622471 0.2614 0.5254 0.8176
H -1.958002 2.840301 -1.010175 1.0307 -0.6413 0.3175
H -3.407831 1.789199 -0.137293 -2.8688 0.3491 0.4563
H -3.332637 -0.520256 0.883158 -3.2706 -2.0360 2.8886
H -0.850909 -0.451835 -1.791748 0.5588 0.1215 -0.4526
H 0.203072 -1.546666 -1.056051 0.9625 0.0499 0.6500
H -0.985417 -2.514886 1.470957 -0.4542 0.5880 -1.4809
H -2.517898 -2.589581 1.187484 -0.9717 -0.0986 -0.4330
H -1.432409 -3.283179 0.090191 -0.4855 0.0462 -0.2703
```
Positions in Å, forces in eV/Å.

Energy relative to the best compared isomer or geometry (same formula, charge and spin): 74.5 kcal/mol
Structure (SMILES): COC/C(N)=N/C=C\C=C(/N)[NH3+]
Net charge: +1
HOMO-LUMO gap: 8.165 eV

---

4.
ORCA calculation (the ωB97M-V functional and the def2-TZVPD basis) on a molecular structure, C7H15N4O at a distorted geometry.

Geometry as XYZ:
```
27
Properties=species:S:1:pos:R:3:forces:R:3
C 0.846239 1.602454 -0.127814 -0.8658 -5.2032 -0.1874
C 2.268324 -1.088032 0.163512 -0.8991 2.6053 0.5279
C 2.090307 1.314519 0.590886 -0.1565 2.1214 1.7553
C -0.003807 -0.215824 -0.350332 -0.9364 5.0975 1.3633
C -2.452691 -1.055196 -0.359772 3.9115 -2.1135 -2.3156
C -1.551383 -0.027560 1.786649 1.6523 -1.7833 -2.8077
C -1.454237 -0.122694 0.229636 0.5278 3.0736 -0.1826
N 0.312177 2.600567 -0.531645 -1.0421 2.2072 -0.3507
N 2.786793 0.198335 0.118367 1.4211 -1.5103 -1.0879
N 0.843458 -1.087288 0.216406 0.5537 -3.4981 0.4389
N -0.116391 -0.246771 -1.868109 2.3726 0.7645 0.9263
O 2.935706 -2.052674 0.232912 0.7538 -2.0193 -0.1782
H 2.729808 2.227711 0.561693 -0.3606 -0.6992 0.1494
H 1.730689 1.167375 1.649395 0.4409 0.2566 -0.5822
H -2.165984 -2.116247 -0.249137 -0.0341 0.1571 0.4365
H -2.329770 -0.927147 -1.448965 -1.4296 0.0087 0.2389
H -3.388545 -0.973236 0.012982 -3.0345 0.6588 0.7462
H -2.560215 0.101829 1.988382 -1.7101 0.2718 0.9149
H -0.929216 0.723970 2.134548 0.8351 1.8502 0.7951
H -1.124854 -0.932179 2.202673 -0.3902 -0.4306 0.2435
H -1.780604 0.923648 -0.233553 0.4031 -1.5411 1.1336
H -0.670139 2.544766 -0.799960 0.0115 0.0812 -0.2698
H 3.817669 0.223450 0.149392 -1.0050 -0.0916 -0.0026
H 0.435773 -2.041546 0.321239 0.8858 0.7427 0.2317
H 0.855068 -0.448504 -2.192037 -0.9065 0.5013 -0.2405
H -0.424396 0.720614 -2.090262 -0.0211 -1.0183 -0.6981
H -0.699781 -1.014337 -2.107099 -0.9774 -0.4895 -0.9979
```
Positions in Å, forces in eV/Å.

Energy relative to the best compared isomer or geometry (same formula, charge and spin): 44.4 kcal/mol
Net charge: +1
HOMO-LUMO gap: 9.827 eV

---

5.
ORCA calculation (the ωB97M-V functional and the def2-TZVPD basis) on a gas-phase ion, C7H15N4O (charge +1) at a distorted geometry.

Geometry as XYZ:
```
27
Properties=species:S:1:pos:R:3:forces:R:3
C 2.939779 0.475648 2.168601 0.8555 -2.2421 -3.5487
N 3.109264 -0.659936 2.705189 -1.7737 1.6006 0.0934
N 2.970674 -1.839437 2.786431 0.9850 -2.4936 -0.2281
C 2.001028 -2.742825 2.534091 1.6758 0.8980 1.3674
N 0.903890 -2.354938 1.863565 -1.8871 1.7405 -0.2149
N 0.573378 -1.093414 1.870157 1.3552 -3.2181 0.2187
O -0.323286 -0.495620 1.067826 0.4155 0.0796 0.7499
C -0.916235 -1.277651 -0.003517 -1.7198 -0.2487 -0.8455
C -0.573777 -0.613927 -1.357367 -1.6523 1.4407 2.3897
C -0.840335 0.955259 -1.116905 0.1744 -1.7639 -3.2147
C -1.199906 1.750783 -2.396919 -0.9749 -2.5924 -0.2843
C -2.603952 2.178013 -2.242986 -1.1833 2.6684 -0.1183
H 3.142970 1.314527 2.647324 0.5709 3.5357 2.9938
H 2.886658 0.674470 1.076877 0.0445 -0.8699 0.3837
H 2.327391 -3.742252 2.939455 -1.3070 0.9069 -1.3020
H 1.174089 -0.458077 2.397972 -1.0018 0.4498 -0.2396
H -0.602503 -2.304237 0.134229 -0.0369 -0.1798 -0.2128
H -2.068166 -1.205966 0.111103 1.9989 -0.1258 0.2404
H 0.450472 -0.715063 -1.605566 1.0109 -0.3419 -0.3831
H -1.200659 -1.124207 -2.088003 -0.0554 0.3904 -0.1907
H 0.071642 1.333044 -0.811138 2.0270 0.6584 0.9180
H -1.531997 1.255560 -0.379026 -1.0479 -0.4498 1.0420
H -0.557030 2.574395 -2.426873 1.0014 1.1904 -0.7968
H -1.257759 1.136641 -3.324292 1.1934 0.2719 0.5406
H -3.239907 1.364130 -1.961475 -0.4699 -0.4829 0.2117
H -2.587400 2.946464 -1.440777 -0.6557 -0.3916 -0.2725
H -3.048324 2.668617 -3.147974 0.4572 -0.4310 0.7027
```
Positions in Å, forces in eV/Å.

Energy relative to the best compared isomer or geometry (same formula, charge and spin): 191.7 kcal/mol
Structure (SMILES): C=N/N=C\N=[NH+]\OCCCCC
Net charge: +1
HOMO-LUMO gap (alpha / beta): 7.522 / 7.507 eV